C30H59N6O5PS2W | ωB97M-V/def2-TZVPD

Structure (XYZ):
```
104
Properties=species:S:1:pos:R:3:lowdin_charge:R:1
C -2.43 -2.56 -4.26 -0.172
C 2.64 5.17 1.83 0.015
H -2.79 4.12 3.53 0.117
C -2.48 3.09 3.67 0.036
H -1.46 -7.43 0.95 0.130
H 0.02 -5.61 1.74 0.123
C 0.70 5.28 0.48 0.025
H 1.63 -0.72 1.89 0.038
N -0.94 -0.68 3.06 0.100
N 2.58 3.82 1.74 0.082
H 1.03 2.20 -3.70 0.160
H -3.87 -1.34 2.52 0.120
C -2.64 1.51 -1.23 -0.007
H -1.38 -1.22 -2.92 0.062
O -1.09 1.24 1.01 -0.177
C -2.31 -6.33 -0.70 -0.171
O -1.28 1.11 -1.59 -0.364
H 2.92 2.39 -2.47 0.121
C -2.41 -1.46 -3.21 -0.185
H -0.06 5.86 -0.02 0.140
C -0.29 -4.30 0.07 -0.190
H -1.71 3.03 4.43 0.113
C -3.86 -2.83 -4.72 -0.171
H -4.28 -1.91 -5.15 0.128
C -5.34 -1.17 0.98 -0.167
C 1.69 5.93 1.20 0.017
H -0.11 3.38 -0.15 0.093
N 3.35 -3.10 -1.16 0.189
H -1.88 0.88 4.07 0.158
H -1.27 -5.54 -2.39 0.135
H -5.71 -0.19 1.31 0.122
H -6.76 -1.93 2.43 0.122
C -1.31 -3.92 -1.04 -0.331
C 0.67 3.89 0.40 -0.047
O -1.94 2.68 2.38 0.031
H -5.39 -1.16 -0.11 0.090
H -4.99 -3.44 2.91 0.123
H -2.53 -7.20 -1.32 0.133
H -1.63 -5.03 1.61 0.101
H -3.22 -6.13 -0.14 0.096
H -3.25 1.43 -2.12 0.121
H -5.23 -2.67 -1.53 0.088
H -0.52 -0.94 3.94 0.129
P -2.31 -2.47 -0.59 1.008
H -5.75 -3.41 -3.84 0.133
H -1.81 -2.26 -5.11 0.126
N 2.32 -2.08 0.62 0.001
C 2.69 1.41 -2.07 -0.056
H 3.46 5.57 2.41 0.161
C -0.84 1.92 -2.71 -0.119
H -3.35 2.48 3.91 0.114
H -0.01 -3.40 0.63 0.058
C -5.42 -3.54 1.91 -0.167
H 3.46 -3.22 -2.15 0.141
H -4.38 -4.28 -3.23 0.099
H -6.08 -4.41 1.96 0.132
H 2.92 0.63 -2.79 0.090
S 1.34 -1.51 -1.78 0.824
H 0.61 -4.67 -0.44 0.126
H 2.90 -2.57 1.29 0.190
C -6.23 -2.29 1.55 -0.156
H -0.88 2.97 -2.42 0.147
W 0.14 0.07 -0.29 1.467
H 4.00 -3.59 -0.56 0.155
H -7.00 -2.55 0.82 0.124
H -3.88 -3.58 -5.51 0.130
C -4.67 -2.29 -2.39 -0.153
N -1.42 0.63 3.21 0.070
C 2.42 -2.29 -0.70 -0.712
H -2.87 -4.90 -2.20 0.082
H -2.47 -2.95 1.64 0.104
H -5.21 -1.40 -2.72 0.135
C -3.89 -1.33 1.43 -0.197
H 0.56 -1.92 1.56 0.080
C -0.77 -5.39 1.03 -0.179
N 1.26 -1.31 1.14 -0.127
S 1.85 1.40 1.04 0.762
H 1.74 7.01 1.27 0.142
H 3.21 1.25 -1.13 0.049
H -1.52 1.76 -3.55 0.155
C -1.98 -5.17 -1.65 -0.148
H -0.30 -7.01 -0.29 0.128
H -4.73 -3.96 -0.08 0.112
C -4.71 -3.29 -3.54 -0.173
H -2.62 2.54 -0.86 0.118
H -3.80 -4.75 1.18 0.094
H 0.57 0.50 -3.54 0.121
H -2.82 -0.55 -3.67 0.125
H -2.00 -3.49 -3.87 0.104
H -1.74 -1.29 2.90 0.077
H -3.28 -0.48 1.12 0.070
H -0.74 -3.45 -1.86 0.079
C -1.17 -6.64 0.26 -0.172
C 0.54 1.47 -3.05 -0.154
C -3.28 -1.75 -1.96 -0.313
C 1.64 3.15 1.04 -0.564
C -4.30 -3.82 0.91 -0.165
H -2.99 0.84 -0.46 0.067
C -3.27 -2.66 0.93 -0.328
H -3.49 -0.80 -1.46 0.076
H 3.31 3.29 2.20 0.165
O 1.25 1.39 -1.79 -0.462
O -1.28 -1.28 -0.21 -0.541
C -1.46 1.49 2.19 -0.528
```

2S+1: 3
HOMO energy (alpha / beta): -18.97 / -19.31 eV
Strongest force on any atom: 0.0128 hartree/bohr
Kohn-Sham gap (alpha / beta): 7.9 / 7.6 eV
Energy above the lowest of the compared OMol25 structures with the same formula, charge and spin: 0.0 kJ/mol
Total charge: +4

C30H60O10 | ωB97M-V/def2-TZVPD

Structure (XYZ):
```
100
Properties=species:S:1:pos:R:3:lowdin_charge:R:1
O 2.61 4.12 -6.89 0.032
C 6.08 2.22 -0.65 -0.454
H 8.07 1.73 -1.08 0.078
H -6.90 2.37 0.42 0.088
H -6.03 -1.19 0.25 0.080
C -2.37 -5.91 -6.60 -0.032
H 2.02 -9.10 0.87 0.089
C -6.41 1.39 0.44 -0.024
H -3.62 0.35 4.38 0.085
H 0.52 3.45 6.73 0.086
C 0.36 -6.18 0.42 -0.028
H 4.67 -1.72 1.25 0.075
H -7.29 -1.56 -0.83 0.090
O -1.36 -0.84 -0.32 0.044
C 6.44 -4.72 0.63 -0.031
C 1.96 3.74 5.33 -0.502
H 2.54 2.24 -5.25 0.082
O -3.61 7.29 2.60 0.054
H -5.34 7.64 0.62 0.075
O 1.61 -7.19 2.20 0.015
C 0.22 0.81 0.40 -0.036
H 7.45 3.18 0.73 0.069
C -0.24 -0.33 -0.41 -0.470
H -1.40 -5.42 -6.53 0.075
H 5.90 3.93 0.66 0.079
H 7.38 -4.45 1.12 0.088
H 6.08 2.32 1.51 0.082
H -5.79 -0.98 -1.48 0.094
H 5.96 -2.49 2.19 0.081
H 3.51 5.19 5.19 0.084
H 1.91 5.78 4.70 0.087
C 6.38 2.96 0.67 -0.021
H -0.55 -6.44 -0.13 0.087
C -2.82 5.41 1.31 -0.028
H 0.55 -1.76 -1.98 0.071
H 3.86 3.43 -9.02 0.081
O -7.94 0.85 -1.33 0.058
C -3.84 6.50 1.70 -0.452
H 1.99 1.26 -6.63 0.091
C -6.98 0.55 -0.62 -0.527
H -2.99 -5.53 -7.41 0.084
H 1.57 -8.29 -0.69 0.089
H -3.33 4.44 1.27 0.074
C 0.77 -0.81 -1.50 -0.020
O 5.53 -3.14 -0.86 0.063
H -0.15 4.38 5.38 0.080
H -2.18 -6.97 -6.78 0.078
H -2.02 5.37 2.05 0.071
H 1.08 -5.82 -0.31 0.089
H 0.90 -0.12 -2.32 0.077
C 2.45 5.16 5.41 -0.031
O 2.68 2.87 4.89 0.053
C 1.04 -7.33 1.08 -0.486
O -4.78 2.60 4.89 0.019
H -6.54 0.90 1.40 0.090
H -5.34 1.46 0.26 0.092
H 5.16 3.39 -7.80 0.083
H 6.89 1.20 -2.32 0.087
H 0.21 -5.37 1.13 0.085
O 5.04 2.53 -1.25 0.019
H 4.38 -3.24 1.95 0.083
H -4.97 -0.48 5.03 0.083
H 0.33 -9.15 0.24 0.093
H -3.55 -4.34 -3.66 0.080
H 3.67 1.15 -5.97 0.082
H -6.94 2.32 6.31 0.080
H -6.09 1.36 7.43 0.079
C 4.23 2.92 -8.13 -0.029
H -5.95 6.12 1.30 0.078
H 7.18 0.33 -0.73 0.085
C -3.21 -4.38 -4.69 -0.024
C 1.25 -8.56 0.31 -0.034
C -6.33 1.42 6.36 -0.024
H 5.96 -5.37 1.36 0.085
C -5.11 6.59 0.79 -0.022
C -4.26 0.31 5.26 -0.038
C 5.68 -3.48 0.29 -0.507
C 2.84 1.80 -6.21 -0.028
H -0.61 1.24 0.96 0.082
H -2.25 -3.89 -4.83 0.072
C 3.16 3.01 -7.04 -0.462
H -4.98 6.13 -0.18 0.068
H -3.86 -3.70 -5.26 0.079
C 7.09 1.29 -1.25 -0.024
H 0.94 0.53 1.18 0.092
H 2.19 5.53 6.40 0.084
C 0.48 3.53 5.64 -0.021
C 5.16 -2.67 1.47 -0.023
H -3.65 0.05 6.13 0.094
H 4.49 1.89 -8.37 0.068
C -6.50 -0.83 -0.67 -0.041
O -3.83 -6.74 -4.90 0.054
H 0.04 2.63 5.21 0.080
H -2.36 5.64 0.35 0.081
C -5.07 1.52 5.48 -0.456
H 6.61 -5.28 -0.29 0.085
H -6.88 0.50 6.19 0.075
H 1.74 -0.92 -1.02 0.071
C -3.28 -5.76 -5.37 -0.465
H 0.69 1.61 -0.16 0.091
```

HOMO energy: -9.52 eV
SMILES: CC(C)=O.CC(C)=O.CC(C)=O.CC(C)=O.CC(C)=O.CC(C)=O.CC(C)=O.CC(C)=O.CC(C)=O.CC(C)=O
Strongest force on any atom: 0.0785 hartree/bohr
Kohn-Sham gap: 9.7 eV
Energy above the lowest of the compared OMol25 structures with the same formula, charge and spin: 272.0 kJ/mol

C30H60O10 | ωB97M-V/def2-TZVPD

Structure (XYZ):
```
100
Properties=species:S:1:pos:R:3:lowdin_charge:R:1
H -1.43 5.86 -2.78 0.091
C 2.51 -3.54 -2.88 -0.028
O -3.49 -0.46 5.05 0.072
H -2.38 0.62 6.89 0.082
H -4.35 -5.61 3.61 0.083
H -0.42 -0.74 -5.38 0.087
C 1.40 -5.99 -0.89 -0.035
H -1.18 0.69 3.32 0.079
C 0.46 -1.38 -5.30 -0.028
H -3.37 -2.85 3.35 0.073
C -5.13 -4.93 3.25 -0.027
H -5.92 -5.61 2.92 0.079
H 0.34 -2.57 -0.30 0.071
H 1.76 -5.06 -0.45 0.080
H -0.97 1.39 0.80 0.057
C 0.23 -2.74 -5.93 -0.503
H -3.55 4.35 0.03 0.091
O -1.82 3.37 -2.29 0.072
H -2.41 6.36 -1.40 0.084
H 0.23 4.07 5.70 0.089
H 5.21 3.77 3.01 0.091
C -2.66 0.39 4.85 -0.498
C 1.70 2.04 -2.75 -0.009
C 4.16 3.56 1.17 -0.506
H -0.88 0.98 5.97 0.081
O -1.27 -1.12 1.03 0.063
C 0.55 -1.51 -0.43 -0.012
C 4.81 4.42 2.23 -0.014
C -2.26 0.78 3.44 -0.027
H 0.85 4.37 -1.34 0.061
H -2.00 5.35 2.97 0.072
H 2.52 3.08 2.51 0.056
C -0.43 -0.64 0.31 -0.469
O 0.97 -3.10 -6.82 0.053
O 4.12 -5.23 -2.41 0.063
C -4.62 -4.13 2.08 -0.503
H -1.24 -6.61 0.63 0.091
C 4.00 -4.60 -4.70 -0.011
H -2.57 1.80 3.22 0.078
H 4.04 5.09 2.63 0.080
H 0.63 -1.30 -1.50 0.074
C -1.37 5.34 3.86 -0.007
H 3.22 -5.07 -5.30 0.090
C 1.76 4.49 -1.95 -0.013
H 2.64 4.27 -1.33 0.065
C 1.69 3.50 -3.08 -0.490
C 2.78 3.00 1.46 -0.013
H -2.63 2.83 0.01 0.070
H -2.20 2.14 5.98 0.077
H -0.29 -4.32 -4.71 0.078
C -0.40 4.18 3.69 -0.496
H -3.38 -2.47 1.60 0.068
H 0.58 1.25 0.02 0.064
H 2.13 3.70 0.91 0.080
H 1.37 3.26 4.58 0.074
C -0.84 -3.65 -5.39 -0.008
H 4.90 -5.21 -4.74 0.081
H -0.69 5.94 -1.21 0.072
H 1.99 1.47 -3.63 0.082
H 0.64 -1.50 -4.23 0.055
O 1.75 3.89 -4.23 0.076
H -0.90 1.01 -0.95 0.086
H 1.91 -6.27 -1.81 0.069
C -0.43 0.85 0.03 -0.008
C -3.40 -3.27 2.34 -0.020
O -0.55 -6.01 -2.19 0.063
H 1.55 -1.34 -0.01 0.094
H 1.26 5.03 4.74 0.089
H -0.39 -5.08 0.86 0.075
O -0.51 3.39 2.78 0.043
H 4.26 -3.61 -5.08 0.085
H -2.55 -3.94 2.18 0.076
H 1.86 5.51 -2.30 0.090
H 2.51 -2.61 -3.45 0.070
H -1.61 -3.10 -4.87 0.082
C -0.95 -5.68 0.13 -0.024
C -1.96 1.07 6.00 -0.021
H -2.00 5.15 4.73 0.088
H -1.92 4.27 0.70 0.060
O 4.67 3.36 0.10 0.065
H 2.79 -3.19 -1.88 0.082
C 0.69 4.09 4.71 -0.024
H -2.76 0.12 2.73 0.069
H -1.86 -5.16 -0.13 0.084
H 1.29 -0.85 -5.76 0.083
C -2.56 3.91 -0.11 -0.016
H 1.75 -6.71 -0.14 0.095
H 2.31 1.84 -1.86 0.077
H 5.63 4.96 1.76 0.085
C -1.97 4.23 -1.46 -0.503
H -5.50 -4.27 4.02 0.085
H 2.64 1.99 1.09 0.078
C 3.58 -4.54 -3.24 -0.494
O -5.13 -4.16 0.98 0.064
H -0.82 6.28 3.87 0.086
H -1.25 -4.30 -6.16 0.087
H 0.70 1.69 -2.47 0.063
C -1.62 5.67 -1.72 -0.025
C -0.09 -5.94 -1.08 -0.499
H 1.53 -4.01 -2.82 0.074
```

HOMO energy: -9.23 eV
SMILES: CC(C)=O.CC(C)=O.CC(C)=O.CC(C)=O.CC(C)=O.CC(C)=O.CC(C)=O.CC(C)=O.CC(C)=O.CC(C)=O
Strongest force on any atom: 0.0277 hartree/bohr
Kohn-Sham gap: 9.2 eV
Energy above the lowest of the compared OMol25 structures with the same formula, charge and spin: 97.9 kJ/mol

C30H60O20S5 | ωB97M-V/def2-TZVPD

Structure (XYZ):
```
115
Properties=species:S:1:pos:R:3:lowdin_charge:R:1
O -9.51 -26.00 -5.67 -0.563
S -0.86 -27.14 8.66 0.855
H -7.38 -18.54 -7.19 0.037
H -4.94 -29.90 -4.38 0.136
O -6.10 -18.83 -4.56 -0.563
C -12.54 -15.47 8.98 -0.313
H -12.78 -27.73 -5.75 0.058
C -8.42 -27.07 10.04 -0.262
C -13.24 -23.77 1.14 -0.249
O 2.27 -24.63 1.27 0.078
C -3.24 -32.17 -5.53 -0.572
H 0.17 -27.98 10.68 0.040
H -3.63 -17.47 8.26 0.143
H -11.66 -16.65 7.34 0.131
H -5.16 -29.98 -7.89 0.085
H -12.92 -21.13 2.71 0.049
C -5.76 -21.12 2.72 -0.573
H -8.47 -24.70 8.35 0.050
H -4.13 -20.95 0.26 0.139
C -4.30 -29.45 -7.48 -0.021
H -2.60 -27.70 6.85 0.054
C -4.80 -22.68 1.41 -0.307
H -12.04 -25.20 -7.56 0.049
C -4.06 -19.39 -6.23 -0.275
H 0.31 -17.96 6.64 0.087
H 5.34 -27.59 0.44 0.085
C -11.71 -27.57 -5.89 -0.281
C -10.64 -14.11 8.78 -0.502
H -14.17 -20.03 1.92 0.046
H -7.55 -27.52 9.56 0.055
H -3.59 -18.51 -5.80 0.056
H -13.67 -24.64 0.64 0.045
C -1.84 -28.16 7.47 -0.261
H -14.43 -16.34 8.37 0.084
C 5.06 -26.96 1.28 -0.009
H -4.08 -23.42 1.74 0.145
H -10.97 -16.95 8.94 0.131
H -6.03 -19.00 -8.18 0.050
O -15.47 -22.57 2.11 -0.595
O -4.36 -31.85 -4.93 0.076
S -9.86 -26.61 8.94 0.845
O -0.57 -15.54 10.18 0.091
H -3.13 -29.36 -5.63 0.152
C -4.05 -21.37 1.26 -0.121
H -3.55 -29.52 -8.26 0.082
O -1.77 -25.94 9.08 -0.604
H -11.16 -28.35 -5.35 0.048
C 3.59 -26.52 1.27 -0.350
H -2.42 -18.78 8.85 0.140
H -14.46 -14.66 8.56 0.086
C -8.94 -25.52 7.81 -0.279
H -13.70 -15.43 7.08 0.088
H 2.82 -25.54 3.04 0.135
C -12.04 -24.93 -6.50 -0.260
O -0.99 -16.23 7.98 0.067
H 5.17 -27.60 2.16 0.084
O -10.37 -15.19 7.99 0.060
H -6.18 -22.68 -0.22 0.092
H -3.72 -19.34 -7.26 0.051
C -0.74 -28.25 10.15 -0.257
O -4.69 -20.55 2.17 0.094
O -2.55 -33.16 -5.31 0.126
O -6.60 -20.66 3.47 0.136
S -11.00 -25.99 -5.39 0.811
C -0.54 -18.46 7.10 -0.004
H -13.03 -23.95 2.19 0.047
H -8.68 -27.73 10.87 0.043
H -2.27 -28.99 8.03 0.037
H -5.85 -30.67 -5.72 0.135
H -11.77 -23.88 -6.36 0.043
O 3.27 -26.04 0.01 0.070
C -13.83 -15.45 8.16 -0.016
H -4.58 -23.41 -0.71 0.086
O 1.64 -24.79 -0.93 0.168
H -12.70 -20.49 1.13 0.037
H -8.05 -26.17 10.52 0.039
H -12.70 -15.96 9.94 0.151
C -5.32 -23.28 0.07 -0.014
O -9.86 -13.14 8.98 0.093
H -2.19 -17.13 6.54 0.149
H -3.00 -21.51 1.50 0.138
H 5.86 -26.22 1.26 0.087
H -11.50 -27.66 -6.95 0.050
H -4.49 -28.38 -7.39 0.084
O -10.06 -27.82 8.04 -0.593
H -8.15 -26.08 7.31 0.052
C -4.88 -30.57 -5.24 -0.086
H -5.91 -17.51 -7.12 0.063
C 3.26 -25.31 2.07 -0.093
C -3.80 -30.05 -6.15 -0.273
C -11.42 -16.19 8.30 -0.071
S -5.85 -19.60 -5.83 0.834
O -3.06 -31.27 -6.50 0.077
H -9.55 -25.30 6.94 0.051
O -2.18 -17.03 9.66 0.075
C -13.47 -20.86 1.81 -0.245
H -13.09 -25.00 -6.23 0.047
C 2.25 -25.15 0.03 -0.549
O -5.89 -22.34 2.25 0.108
C -1.64 -17.40 7.45 -0.310
H -1.62 -28.28 10.80 0.060
H -1.20 -28.64 6.72 0.037
S -14.40 -22.31 1.06 0.824
H -0.28 -19.02 7.99 0.084
H -3.63 -20.20 -5.63 0.031
H 4.16 -24.76 2.34 0.135
H -1.00 -19.18 6.42 0.080
H -5.60 -24.30 0.36 0.079
O -11.91 -14.20 9.23 0.079
H -0.51 -29.25 9.80 0.039
H 2.88 -27.32 1.46 0.160
C -2.61 -17.76 8.51 -0.098
H -12.26 -23.52 0.73 0.042
C -6.30 -18.53 -7.23 -0.285
C -1.22 -16.19 9.33 -0.503
```

HOMO energy: -8.86 eV
Strongest force on any atom: 0.0994 hartree/bohr
Kohn-Sham gap: 8.8 eV
Energy above the lowest of the compared OMol25 structures with the same formula, charge and spin: 502.7 kJ/mol